1.
A single C4H7NO2 molecule, computed with wB97M-V/def2-TZVPD.

Geometry as ORCA input:
```
! wB97M-V def2-TZVPD RIJCOSX def2/J DEFGRID3
* xyz 0 1
O 2.28 -1.72 0.19
C 0.78 0.56 0.30
C -0.34 1.57 0.18
N -1.47 0.84 -0.43
C -1.18 -0.59 -0.33
C 0.29 -0.64 -0.01
O 0.88 -1.87 -0.05
H 2.37 -2.23 1.01
H 1.79 0.77 0.62
H -0.62 1.98 1.16
H -0.06 2.43 -0.45
H -1.51 1.09 -1.41
H -1.43 -1.12 -1.26
H -1.77 -1.06 0.48
*
```

SMILES: OOC1=CCNC1
Gap between HOMO and LUMO, eV: 9.49
HOMO, eV: -8.678
Relative energy (zero: lowest compared OMol25 entry of this formula, charge and spin), eV: 4.375
Energy, eV: -9842.9051



2.
A single C4H7NO2 molecule in a non-equilibrium geometry, computed with wB97M-V/def2-TZVPD.

Geometry as ORCA input:
```
! wB97M-V def2-TZVPD RIJCOSX def2/J DEFGRID3
* xyz 0 1
C -1.34 -0.34 -0.02
C -0.07 0.21 -0.05
N 0.12 1.60 0.02
C 0.98 -0.75 0.02
C 2.30 -0.62 0.11
O -2.41 0.51 0.12
O -1.77 -1.60 0.20
H -2.66 -1.69 -0.17
H -2.09 1.40 -0.09
H 0.90 1.91 0.59
H -0.05 2.22 -0.77
H 0.35 -1.70 -0.20
H 2.79 0.33 0.03
H 2.95 -1.48 0.21
*
```

SMILES: C=CC(N)=C(O)O
Gap between HOMO and LUMO, eV: 8.17
HOMO, eV: -7.539
Relative energy (zero: lowest compared OMol25 entry of this formula, charge and spin), eV: 2.577
Energy, eV: -9844.7024



3.
3 unconnected molecules or ions with the total composition C4H7NO2 in a non-equilibrium geometry, computed with wB97M-V/def2-TZVPD.

Geometry as ORCA input:
```
! wB97M-V def2-TZVPD RIJCOSX def2/J DEFGRID3
* xyz 0 1
C -1.24 -1.16 0.16
C -0.74 -1.02 -1.25
C 0.26 2.07 0.15
N 0.53 1.57 1.28
C 2.61 -0.60 0.51
O 2.26 -1.68 0.48
O 0.27 -0.44 -1.58
H -0.65 -0.55 0.85
H -1.18 -2.22 0.45
H -2.30 -0.88 0.21
H -1.37 -1.51 -2.03
H -0.73 1.89 -0.28
H 0.94 2.68 -0.46
H 1.49 1.81 1.54
*
```

Gap between HOMO and LUMO, eV: 10.99
HOMO, eV: -9.922
Relative energy (zero: lowest compared OMol25 entry of this formula, charge and spin), eV: 2.316
Energy, eV: -9844.9634



4.
2 unconnected molecules or ions with the total composition C4H7NO2 in a non-equilibrium geometry, computed with wB97M-V/def2-TZVPD.

Geometry as ORCA input:
```
! wB97M-V def2-TZVPD RIJCOSX def2/J DEFGRID3
* xyz 0 1
C -1.03 0.85 0.55
C -1.05 -1.41 1.10
N -0.40 -0.31 1.14
O -2.22 0.89 0.24
H -0.51 1.76 0.89
H -1.99 -1.51 0.53
H -0.64 -2.31 1.58
C 1.26 -0.04 -0.72
C 0.29 0.65 -1.41
O 2.19 0.66 -0.02
H 2.63 0.07 0.61
H 1.41 -1.10 -0.79
H -0.34 0.09 -2.10
H 0.41 1.71 -1.60
*
```

SMILES: C=NC=O.C=CO
Gap between HOMO and LUMO, eV: 9.19
HOMO, eV: -8.970
Relative energy (zero: lowest compared OMol25 entry of this formula, charge and spin), eV: 3.539
Energy, eV: -9843.7403



5.
A single C4H7NO2 molecule in a non-equilibrium geometry, computed with wB97M-V/def2-TZVPD.

Geometry as ORCA input:
```
! wB97M-V def2-TZVPD RIJCOSX def2/J DEFGRID3
* xyz 0 1
C 1.10 0.16 0.66
C -0.67 0.38 -1.00
C -1.18 0.28 0.50
C 0.69 -0.22 -0.77
N 0.09 0.47 1.38
O -0.10 0.69 2.56
O 0.52 -1.60 -0.95
H 2.16 0.10 1.03
H -1.14 -0.07 -1.78
H -0.61 1.46 -1.23
H -1.88 1.00 0.80
H -1.65 -0.53 0.81
H 1.47 0.01 -1.45
H 1.20 -2.13 -0.56
*
```

SMILES: [O-][N+]1=C[C@@H](O)CC1
Gap between HOMO and LUMO, eV: 9.68
HOMO, eV: -8.969
Relative energy (zero: lowest compared OMol25 entry of this formula, charge and spin), eV: 3.913
Energy, eV: -9843.3663



6.
A single C4H7NO2 molecule in a non-equilibrium geometry, computed with wB97M-V/def2-TZVPD.

Geometry as ORCA input:
```
! wB97M-V def2-TZVPD RIJCOSX def2/J DEFGRID3
* xyz 0 1
C -0.74 -1.19 -1.19
N 0.24 -0.98 -0.24
C 0.81 -0.21 2.06
C -0.01 0.05 0.71
C 0.34 1.42 0.25
O 0.94 1.62 -0.77
O -1.74 -0.51 -1.22
H -0.56 -2.13 -1.74
H 0.98 -1.64 -0.37
H 1.84 -0.52 1.85
H 0.39 -1.03 2.64
H 0.84 0.66 2.72
H -1.05 0.05 1.03
H 0.00 2.19 0.99
*
```

SMILES: C[C@@H](C=O)NC=O
Gap between HOMO and LUMO, eV: 10.57
HOMO, eV: -9.819
Relative energy (zero: lowest compared OMol25 entry of this formula, charge and spin), eV: 1.233
Energy, eV: -9846.0469



7.
A single C4H7NO2 molecule in a non-equilibrium geometry, computed with wB97M-V/def2-TZVPD.

Geometry as ORCA input:
```
! wB97M-V def2-TZVPD RIJCOSX def2/J DEFGRID3
* xyz 0 1
C -0.69 0.70 -1.44
C -0.41 -0.60 -0.57
C 0.81 0.33 0.05
N 0.83 -0.33 1.29
C -0.35 -0.95 1.65
O -0.61 -1.38 2.73
O -1.19 -0.99 0.54
H -1.62 1.09 -1.04
H -0.71 0.39 -2.47
H 0.00 1.59 -1.44
H 0.20 -1.47 -0.84
H 0.79 1.44 0.21
H 1.65 0.16 -0.63
H 1.32 0.09 2.05
*
```

SMILES: C[C@H]1CNC(=O)O1
Gap between HOMO and LUMO, eV: 10.51
HOMO, eV: -9.787
Relative energy (zero: lowest compared OMol25 entry of this formula, charge and spin), eV: 2.589
Energy, eV: -9844.6902



8.
A molecular structure, C4H7NO2 in a non-equilibrium geometry, computed with wB97M-V/def2-TZVPD.

Geometry as ORCA input:
```
! wB97M-V def2-TZVPD RIJCOSX def2/J DEFGRID3
* xyz 0 1
O 0.47 -1.80 1.41
N 1.18 -1.61 0.29
C 0.83 -0.38 -0.12
C 0.05 -0.18 -1.28
C -0.53 1.11 -0.80
C 0.30 0.89 0.52
O -0.36 0.87 1.74
H -0.55 -1.88 0.72
H -0.90 -1.11 -0.82
H 0.28 -0.56 -2.28
H -1.61 1.11 -0.63
H -0.25 2.00 -1.39
H 1.13 1.61 0.56
H -0.30 -0.06 2.04
*
```

Gap between HOMO and LUMO (spin up / spin down), eV: 8.84 / 8.84
HOMO (spin up / spin down), eV: -8.884 / -8.882
Relative energy (zero: lowest compared OMol25 entry of this formula, charge and spin), eV: 7.796
Energy, eV: -9839.4839



9.
A molecular structure, C4H7NO2, computed with wB97M-V/def2-TZVPD.

Geometry as ORCA input:
```
! wB97M-V def2-TZVPD RIJCOSX def2/J DEFGRID3
* xyz 0 1
O -0.25 -1.01 2.21
C 0.38 -0.65 1.15
C -0.24 -0.98 -0.62
N 0.68 -0.10 -1.31
C 0.33 1.17 -0.70
C -0.10 0.60 0.61
O -1.09 1.06 1.29
H -1.08 0.34 2.06
H 1.39 -1.01 0.94
H 0.01 -2.04 -0.72
H -1.31 -0.83 -0.83
H 0.64 -0.11 -2.33
H -0.53 1.69 -1.15
H 1.17 1.87 -0.62
*
```

Gap between HOMO and LUMO, eV: 9.42
HOMO, eV: -8.716
Relative energy (zero: lowest compared OMol25 entry of this formula, charge and spin), eV: 3.560
Energy, eV: -9843.7194



10.
A single C4H7NO2 molecule in a non-equilibrium geometry, computed with wB97M-V/def2-TZVPD.

Geometry as ORCA input:
```
! wB97M-V def2-TZVPD RIJCOSX def2/J DEFGRID3
* xyz 0 1
C -0.03 -0.35 0.55
C 0.30 0.66 -0.52
C 0.20 2.85 -1.02
C 0.04 -1.82 0.05
N -0.21 -0.08 1.78
O 0.03 1.97 -0.07
O -0.14 4.05 -0.58
H 1.30 0.76 -1.04
H -0.35 0.24 -1.36
H -0.42 0.89 1.99
H 0.21 -1.80 -1.00
H -0.79 -2.44 0.44
H 1.00 -2.32 0.34
H -0.43 4.20 0.28
*
```

Gap between HOMO and LUMO, eV: 10.35
HOMO, eV: -9.562
Relative energy (zero: lowest compared OMol25 entry of this formula, charge and spin), eV: 3.844
Energy, eV: -9843.4358



11.
A single C4H7NO2 molecule in a non-equilibrium geometry, computed with wB97M-V/def2-TZVPD.

Geometry as ORCA input:
```
! wB97M-V def2-TZVPD RIJCOSX def2/J DEFGRID3
* xyz 0 1
C -1.44 -0.90 0.11
C -0.44 -0.11 -0.72
C 0.08 1.18 -0.15
N 1.09 0.70 0.76
C 1.63 -0.49 0.28
O 2.65 -0.98 0.68
O 0.79 -0.98 -0.69
H -0.99 -1.12 1.08
H -1.58 -1.83 -0.44
H -2.42 -0.43 0.27
H -0.89 0.12 -1.70
H -0.78 1.66 0.31
H 0.49 1.85 -0.92
H 1.79 1.33 1.13
*
```

SMILES: C[C@H]1CNC(=O)O1
Gap between HOMO and LUMO, eV: 10.92
HOMO, eV: -10.151
Relative energy (zero: lowest compared OMol25 entry of this formula, charge and spin), eV: 0.352
Energy, eV: -9846.9277



12.
2 unconnected molecules or ions with the total composition C4H7NO2, computed with wB97M-V/def2-TZVPD.

Geometry as ORCA input:
```
! wB97M-V def2-TZVPD RIJCOSX def2/J DEFGRID3
* xyz 0 1
O -1.15 0.04 -2.48
C -0.90 0.30 -1.14
C -1.00 -0.82 -0.17
N 0.03 -0.70 0.63
C 0.95 0.29 0.33
C 0.52 0.86 -0.90
O 1.04 1.61 -1.72
H -0.49 0.59 -2.94
H -1.58 1.09 -0.74
H -1.79 -1.53 0.01
H 0.93 -0.16 3.25
H 0.15 -1.29 1.45
H 1.40 -0.63 3.58
H 1.89 0.34 0.84
*
```

Gap between HOMO and LUMO (spin up / spin down), eV: 7.97 / 7.97
HOMO (spin up / spin down), eV: -7.871 / -7.870
Relative energy (zero: lowest compared OMol25 entry of this formula, charge and spin), eV: 3.515
Energy, eV: -9843.7651